{
  "formula": "CH16O6",
  "method": "the ωB97M-V functional and the def2-TZVPD basis",
  "elements": ["C", "H", "H", "H", "H", "O", "H", "H", "O", "H", "H", "O", "H", "H", "O", "H", "H", "O", "H", "H", "O", "H", "H"],
  "xyz": [[-2.196, -1.258, 0.654], [-2.395, -1.998, -0.118], [-1.716, -1.794, 1.455], [-3.110, -0.745, 0.935], [-1.551, -0.459, 0.283], [2.748, 1.890, -1.381], [3.639, 2.119, -1.094], [2.686, 2.244, -2.278], [0.545, -1.031, 3.769], [-0.012, -0.464, 4.319], [-0.156, -1.503, 3.300], [-0.396, 2.753, -0.865], [-0.384, 2.010, -1.488], [0.080, 3.415, -1.380], [-0.177, 0.622, -3.000], [0.040, -0.114, -3.579], [-1.145, 0.658, -3.011], [4.164, -4.563, 3.671], [4.504, -4.509, 2.778], [3.219, -4.412, 3.682], [-2.717, 2.041, -2.391], [-3.409, 2.662, -2.629], [-2.261, 2.434, -1.632]],
  "gap_ev": 11.73,
  "largest_force_ha_per_bohr": 0.017,
  "smiles": "C.O.O.O.O.O.O",
  "de_lowest_kcal_mol": 28.0,
  "homo_ev": -11.2,
  "total_charge": 0
}